99
Properties=species:S:1:pos:R:3:forces:R:3 method="wB97M-V/def2-TZVPD" multiplicity=2 gap_ev="8.19 / 2.36" e_homo_ev="-9.3 / -9.3" s2=0.76
P -0.8349 0.1598 -0.2570 1.1 1.0 -1.7
F 0.7190 -0.2804 0.0698 0.5 -0.1 -0.3
F -1.2022 -0.8165 0.9754 -0.3 0.8 1.0
F -0.4416 1.5226 0.5943 -1.9 -1.3 0.1
F -2.4181 0.6241 -0.4347 2.2 -0.3 0.4
F -0.3340 0.9128 -1.6537 -0.5 0.8 1.3
F -0.9614 -1.0803 -1.2239 -1.0 -1.4 -0.2
C -3.8001 -1.8891 -3.0339 0.5 -2.2 -1.3
O -3.2058 -2.7520 -2.4614 1.8 -3.2 2.8
N -3.8172 -0.6825 -2.6942 0.7 6.7 3.1
N -4.4099 -2.0945 -4.1435 -2.5 -1.3 -3.9
H -4.1976 0.0455 -3.2818 0.3 -0.1 0.4
H -3.0888 -0.4433 -2.0366 -0.4 0.5 0.1
H -4.8016 -1.2670 -4.5699 -0.1 -1.0 -0.8
H -4.3216 -3.0193 -4.5398 -0.4 0.5 -0.4
C 0.5970 -4.3108 1.8884 -2.3 2.8 0.0
O 1.3676 -5.2713 1.7898 1.9 -2.6 -0.3
N 0.9233 -3.1116 1.5639 2.9 2.5 -0.9
N -0.6537 -4.3398 2.2257 -2.4 -2.4 1.5
H 1.8422 -2.8465 1.2391 0.9 0.3 -0.4
H 0.2385 -2.3716 1.5041 -0.3 0.1 -0.5
H -1.0973 -3.4453 2.3782 -0.5 -0.4 0.1
H -1.0632 -5.2003 2.5602 -0.4 0.3 0.0
C -3.8572 4.4798 1.4197 0.5 2.1 -1.8
O -3.8004 5.6488 1.0399 0.3 -0.1 -0.3
N -3.3373 3.4504 0.7729 1.8 -1.5 -2.4
N -4.5435 4.1316 2.4558 -1.8 -0.5 3.2
H -2.8941 3.6919 -0.1019 0.1 -0.3 0.3
H -3.1813 2.5301 1.1586 -0.1 0.3 0.0
H -5.1206 4.8961 2.7760 -0.1 -0.7 0.6
H -4.6282 3.1457 2.6581 -0.6 0.5 0.4
C 4.0108 -1.0468 0.2511 2.4 1.4 1.7
O 3.3394 -1.9962 0.4567 -3.1 -4.8 0.4
N 5.2618 -0.9660 0.6625 3.3 -0.5 0.8
N 3.5410 0.0720 -0.1655 -2.2 3.4 -2.0
H 5.6925 -1.7719 1.0928 -0.1 0.3 -0.2
H 5.7807 -0.0998 0.6393 0.0 -0.4 0.0
H 4.0880 0.9208 -0.1866 -0.4 -0.2 -0.2
H 2.5392 0.0445 -0.2911 0.0 0.7 -0.3
C -4.2893 -2.9701 1.1924 0.7 0.5 4.6
O -4.4182 -2.9890 2.4461 0.4 0.2 -1.4
N -4.7717 -3.8445 0.3985 -3.6 -4.7 -2.5
N -3.5245 -2.1756 0.4978 2.1 2.8 0.0
H -4.6418 -3.7712 -0.6004 -0.1 -0.2 0.2
H -5.4014 -4.5526 0.7480 0.0 0.3 -0.1
H -3.5002 -2.3546 -0.4959 0.9 0.4 -0.1
H -2.7646 -1.7597 1.0172 -0.5 0.4 -0.7
C 1.1071 4.1356 -0.8586 0.0 0.8 -1.1
O 1.7848 5.0535 -1.1782 2.6 3.1 -0.6
N -0.1534 4.0577 -1.1321 -4.5 -0.2 -0.8
N 1.5391 3.0432 -0.3164 2.9 -3.7 2.1
H -0.6461 4.8731 -1.4673 0.0 -0.4 0.0
H -0.5398 3.1284 -1.0479 -0.8 0.7 -0.3
H 2.5436 2.9383 -0.3233 -0.3 -0.1 0.2
H 0.9250 2.2554 -0.1671 0.7 0.3 -0.1
C 1.6793 -2.6834 -2.7686 -1.0 -1.1 1.1
C 0.5610 -3.7657 -2.4867 1.6 0.9 -0.9
O 0.8308 -4.6615 -3.5620 -0.3 -1.4 -0.8
S 1.6991 -4.1418 -4.8405 1.5 -0.5 2.7
O 0.8598 -4.1087 -5.9457 -1.4 0.5 -1.8
O 2.9540 -4.8480 -4.9951 -1.5 1.0 1.1
O 1.8641 -2.6837 -4.1905 0.2 0.1 -0.2
H 2.5803 -3.0246 -2.2588 0.2 0.5 -0.1
H 1.2701 -1.7319 -2.4289 0.7 0.2 -0.3
H -0.4132 -3.2782 -2.4516 -0.3 -0.4 -0.8
H 0.6637 -4.3696 -1.5851 0.4 0.3 0.1
C 2.4204 1.8012 -3.9980 -1.4 -0.6 0.7
C 2.8289 2.6446 -5.1576 -0.2 -0.6 1.3
O 3.8348 1.8336 -5.7348 1.4 -1.1 -0.2
S 3.5223 0.1881 -5.6095 -1.9 0.7 -2.0
O 4.6100 -0.6542 -5.1608 -1.4 2.0 0.2
O 2.9269 -0.1451 -6.9032 0.7 0.3 2.6
O 2.3141 0.4618 -4.4520 1.7 -1.6 -1.7
H 1.4131 2.0432 -3.6589 0.2 0.2 0.4
H 3.1577 1.8004 -3.1953 0.0 0.4 0.1
H 3.1870 3.5208 -4.6172 0.6 0.4 -1.0
H 2.0022 2.8563 -5.8357 0.2 0.0 -0.2
C 1.4584 2.4317 3.8809 -1.1 -0.1 -0.5
C 2.4765 1.9754 2.7927 -0.6 1.3 1.7
O 3.2738 3.1576 2.6771 1.6 1.7 0.3
S 3.3789 4.1906 4.0357 -1.9 0.0 -0.1
O 3.1699 5.6450 3.7192 0.8 -5.1 0.6
O 4.4416 3.7505 4.9268 -1.2 1.0 -1.7
O 1.9915 3.5089 4.6306 1.3 1.4 -0.1
H 1.1092 1.7386 4.6462 0.5 -0.5 -0.2
H 0.5449 2.7453 3.3758 0.1 0.4 0.0
H 1.9814 1.8725 1.8271 0.1 -0.3 0.2
H 3.0347 1.0958 3.1133 0.4 0.1 -0.2
C -0.4756 -0.7197 4.5379 0.0 0.0 0.7
C -1.3707 -0.4848 5.7934 0.8 0.8 -0.5
O -2.5264 0.2122 5.2878 -0.1 0.2 -0.7
S -2.1446 1.1724 4.0272 -0.1 1.9 0.3
O -1.7403 2.5328 4.4487 -0.3 -3.8 -0.6
O -3.1934 1.1394 3.0351 1.3 -0.7 1.1
O -0.8724 0.2206 3.5595 -1.0 1.4 0.0
H -0.5689 -1.7217 4.1192 -0.3 0.0 0.0
H 0.5787 -0.5504 4.7569 0.0 0.0 0.1
H -0.8980 0.1964 6.5010 0.3 0.0 0.0
H -1.5935 -1.4043 6.3346 -0.6 0.1 -0.4



8
Properties=species:S:1:pos:R:3:forces:R:3 method="wB97M-V/def2-TZVPD" gap_ev="7.68 / 7.68" e_homo_ev="-8.4 / -8.4" e_above_lowest_kcal_mol=14.2
C -0.1008 1.1054 0.4797 1.1 1.6 0.3
C 0.2653 -0.1854 -0.1365 0.1 -0.1 -0.2
S 0.3683 3.9921 1.3721 0.0 -0.3 -0.1
S 1.0216 2.3322 0.5936 -1.2 -1.1 0.0
H -1.1077 1.2780 0.8301 -0.1 0.2 0.1
H -0.1251 -0.2309 -1.1553 0.0 -0.1 -0.1
H -0.1700 -1.0194 0.4109 0.0 0.0 0.1
H 1.3453 -0.3037 -0.1763 0.1 -0.1 -0.1



26
Properties=species:S:1:pos:R:3:forces:R:3 method="wB97M-V/def2-TZVPD" gap_ev=10.92 e_homo_ev=-10.4 e_above_lowest_kcal_mol=25.4 smiles=CCC(C)C.O.O.O
C 0.4776 -0.5571 2.0005 0.5 0.1 0.3
C 0.1017 0.3032 0.8205 -0.8 -0.3 -1.7
C -1.4307 0.4911 0.6809 -0.6 2.1 -0.1
C -1.8248 0.8258 -0.7737 -2.3 -0.8 1.6
C -1.8283 1.7320 1.5014 0.4 -0.3 0.8
H 1.5496 -0.4105 2.2216 -0.4 -0.6 0.1
H -0.0944 -0.3396 2.9073 0.1 0.4 -0.1
H 0.2092 -1.6034 1.8165 0.2 0.1 0.2
H 0.6720 1.2509 0.7495 -0.7 -0.1 0.7
H 0.3966 -0.1028 -0.1740 0.2 -0.6 0.9
H -2.1180 -0.2619 1.1192 1.1 -0.5 -0.6
H -1.6213 0.0342 -1.4444 1.2 -0.4 -1.1
H -1.5150 1.8331 -0.9882 0.4 0.1 -0.7
H -2.9473 0.7716 -0.8297 0.8 0.6 0.2
H -1.0425 2.4886 1.4315 -0.2 0.0 0.2
H -1.9989 1.4042 2.5256 0.5 0.4 0.4
H -2.7667 2.1839 1.2423 -0.5 0.1 -0.6
O 1.1876 0.7291 -3.1129 -0.4 0.8 -0.6
H 1.3182 -0.1989 -3.3519 0.1 0.2 0.5
H 1.0099 0.7520 -2.1719 0.0 -0.3 0.0
O 1.6294 -2.3462 -0.1311 -0.8 0.2 1.8
H 2.3004 -1.8576 0.3637 0.5 -0.1 -0.5
H 0.9122 -2.2111 0.5466 0.6 -0.6 -1.5
O 2.3480 -1.5157 -2.6304 0.0 -0.4 -1.0
H 1.9702 -2.2503 -2.1406 0.3 0.1 0.5
H 3.1056 -1.1445 -2.1781 0.0 -0.2 0.3



16
Properties=species:S:1:pos:R:3:forces:R:3 method="wB97M-V/def2-TZVPD" charge=+1 multiplicity=2 gap_ev="13.69 / 3.36" e_homo_ev="-16.5 / -14.8" s2=0.75 e_above_lowest_kcal_mol=18.4
C 1.6954 -0.5367 0.5254 1.3 -1.2 -0.1
C 3.0862 -0.6302 1.0997 -0.6 0.5 -0.5
H 1.7249 -0.7467 -0.5816 -0.1 0.0 0.2
H 1.0229 -1.2001 1.0388 -0.6 0.1 0.1
H 1.2326 0.4623 0.3512 -0.2 0.6 0.1
H 3.7661 -1.1014 0.3256 -0.2 0.5 0.9
H 3.4979 0.3799 1.3098 0.3 0.0 -0.6
H 3.1133 -1.0818 2.0835 0.0 -0.6 -0.2
C -1.8582 0.2552 -0.2533 -0.5 -0.4 -1.2
C -2.8641 0.8141 -1.2284 0.7 0.5 -0.8
H -2.2946 0.3539 0.7588 0.7 -0.2 -0.4
H -1.6723 -0.8523 -0.4895 0.3 1.1 0.5
H -0.9048 0.8097 -0.5196 -0.2 -0.6 0.6
H -2.5417 0.9579 -2.2817 0.1 -0.7 0.6
H -3.1968 1.8221 -1.0233 -0.3 0.8 0.5
H -3.8069 0.2942 -1.1155 -0.5 -0.5 0.0



92
Properties=species:S:1:pos:R:3:forces:R:3 method="wB97M-V/def2-TZVPD" charge=+1 gap_ev=5.51 e_homo_ev=-10.0 e_above_lowest_kcal_mol=0.0
Li -0.0040 3.0249 -4.9350 0.0 -1.4 0.9
Li -1.3190 2.9338 -1.9763 -0.3 -1.3 -0.2
C 0.7497 0.7822 -1.5127 0.7 -0.9 -0.1
C 0.6197 0.7835 -3.0285 -1.3 2.5 0.3
C 0.4332 -0.5693 -3.5685 0.8 -1.3 -0.4
O -0.4281 1.6268 -3.4706 -0.8 2.3 -0.4
H 1.7966 0.4906 -1.4275 0.2 -0.1 0.9
H 0.1318 0.0231 -1.0329 -0.3 0.1 -0.1
H 0.6188 1.7014 -0.9417 0.0 0.3 -0.5
H 1.5280 1.2497 -3.4102 0.7 -0.4 -0.1
H 1.3431 -1.1043 -3.2964 0.1 -0.5 -0.1
H 0.3586 -0.5873 -4.6558 -0.1 0.1 0.0
H -0.4048 -1.1301 -3.1548 -0.2 0.3 0.2
C 4.1008 2.4900 -0.0432 2.3 0.4 -0.1
O 4.4954 1.3521 -0.0397 0.1 -1.8 -0.2
N 2.9282 2.9102 0.2592 -5.9 -0.1 1.1
N 4.8847 3.5390 -0.2394 3.8 1.9 -1.3
H 2.2796 2.1913 0.5468 -0.1 0.4 0.0
H 2.6113 3.8647 0.1664 0.2 -0.4 0.3
H 4.6212 4.4972 -0.4200 -0.3 -0.4 0.2
H 5.8393 3.3235 -0.4892 -0.1 0.1 0.0
C -2.3583 -1.4080 0.2934 -1.8 5.0 0.8
O -2.6389 -0.2815 0.7528 0.5 0.5 0.0
N -1.9732 -2.3895 0.9711 2.0 -4.2 3.9
N -2.5439 -1.7208 -0.9332 -1.4 0.4 -5.4
H -1.6795 -2.2181 1.9222 -0.2 -0.7 0.0
H -2.1955 -3.2703 0.5297 0.6 -0.4 1.1
H -2.1982 -2.5640 -1.3686 0.0 0.2 -0.1
H -3.1348 -1.0730 -1.4345 0.2 -0.4 -0.4
C 0.2367 -2.9279 -6.2983 -2.0 5.8 -3.0
O -0.4670 -2.0769 -6.9037 1.5 -0.5 1.0
N 1.3877 -2.7483 -5.7054 2.3 0.5 1.6
N -0.1213 -4.1444 -6.2779 -2.9 -6.1 0.5
H 1.9664 -1.9269 -5.8080 -0.2 -0.4 0.2
H 1.6114 -3.5759 -5.1715 1.4 0.8 0.0
H -1.0685 -4.3048 -6.5895 0.1 -0.1 0.0
H 0.1729 -4.7333 -5.5119 0.0 -0.3 -0.4
C 1.7911 -2.7947 0.7672 0.9 1.2 0.2
O 1.5331 -3.6771 1.5667 0.9 0.1 0.4
N 2.8302 -1.9195 0.6666 1.7 -0.7 2.0
N 0.9434 -2.4695 -0.1841 -2.5 -0.9 -1.9
H 3.4757 -1.9448 1.4430 0.3 0.3 -0.5
H 2.9426 -1.2668 -0.0959 0.1 -0.2 0.5
H 1.0210 -1.6092 -0.7075 -0.5 -0.5 0.2
H 0.1326 -3.0579 -0.0556 -0.5 0.7 -1.0
C -4.1907 -0.3016 -4.7956 -1.0 -7.0 -4.1
O -4.9556 -1.1109 -5.3309 -0.7 0.4 -0.3
N -2.9155 -0.5193 -4.8664 5.0 -1.4 -0.4
N -4.5277 0.6886 -4.1442 -2.7 6.2 4.2
H -2.6709 -1.4208 -5.2506 0.1 0.3 -0.2
H -2.2211 -0.1093 -4.2581 -0.1 0.3 -0.1
H -3.8160 0.9882 -3.4932 -0.9 0.8 0.2
H -5.5287 0.7623 -4.0318 0.2 0.4 0.6
C 0.7569 0.8628 7.1777 0.8 -0.8 1.6
C 0.6263 0.3677 5.7419 -1.6 -1.9 -0.1
C -0.8933 -0.0977 5.5803 0.1 1.2 0.1
C -1.4537 -0.1580 4.1819 0.3 -0.3 0.7
C -1.0578 1.1103 3.4777 -0.3 0.6 0.1
C 0.4753 1.4938 3.4706 -3.1 -2.5 -1.0
N 0.9599 1.4297 4.8393 -0.9 1.5 -1.0
O 2.2806 1.8995 4.9275 -0.2 0.2 0.3
C 1.0996 0.5298 2.3919 0.2 0.5 0.7
C 0.5234 2.8945 2.9928 1.3 1.5 -0.4
C 1.5162 -0.8697 5.3798 0.2 1.1 1.1
H 1.5856 1.5290 7.4172 0.2 0.1 -0.6
H 0.9375 0.0109 7.8334 0.3 -0.4 -0.1
H -0.0951 1.2805 7.7141 -0.5 0.4 -1.0
H -1.1317 -1.0502 6.0537 0.6 0.1 0.5
H -1.5612 0.6530 6.0029 0.4 0.2 0.8
H -2.5336 -0.1596 4.3300 -0.1 -0.2 -0.4
H -1.1863 -1.1431 3.7996 0.2 0.2 -1.0
H -1.5795 1.9342 3.9645 0.0 0.1 0.8
H -1.5952 1.1482 2.5302 1.0 -0.2 -0.7
H 0.5200 -0.3381 2.0774 -0.3 -0.2 0.7
H 1.1403 1.0888 1.4571 0.7 0.0 0.0
H 2.0462 0.1746 2.7993 0.3 0.1 -0.8
H 1.5827 3.1276 2.8850 0.1 0.5 0.2
H 0.1087 3.0934 2.0046 -0.3 -0.6 -0.2
H 0.0598 3.6168 3.6647 0.1 -0.2 0.3
H 1.3836 -1.1776 4.3426 -0.1 -0.1 0.2
H 1.4253 -1.6994 6.0808 -0.2 0.0 -0.2
H 2.5212 -0.4763 5.5324 0.5 -0.5 -0.2
H 2.8725 1.1601 4.7708 0.3 -0.4 -0.2
O -0.7604 -3.8036 -2.1432 -0.3 0.0 0.0
H 0.0634 -3.4940 -2.5195 0.4 0.2 0.1
H -1.0283 -4.5249 -2.7126 -0.2 -0.3 -0.1
O -3.0056 3.0495 -3.7350 0.8 0.5 0.8
H -3.6166 3.7855 -3.7024 -0.5 0.2 0.0
H -2.5573 3.1468 -4.5751 -0.2 -0.3 -0.3
O -1.9733 2.4740 -0.0333 0.4 1.1 -0.9
H -2.1400 3.1744 0.5975 0.0 0.2 0.2
H -2.3397 1.6902 0.3760 -0.2 -1.4 0.1



16
Properties=species:S:1:pos:R:3:forces:R:3 method="wB97M-V/def2-TZVPD" charge=-1 multiplicity=2 gap_ev="2.81 / 12.49" e_homo_ev="1.6 / -7.9" s2=0.75 e_above_lowest_kcal_mol=5.2
C -2.0977 -0.0441 0.3776 -0.1 -0.4 0.1
C -2.4035 -1.3357 1.1592 0.0 0.2 0.4
H -1.8358 0.7724 1.0505 -0.1 0.1 -0.1
H -1.2483 -0.1979 -0.2854 0.1 0.1 0.0
H -2.9487 0.2431 -0.2430 0.0 0.2 0.0
H -3.4202 -1.6950 0.9906 0.0 -0.1 -0.2
H -2.3303 -1.1731 2.2397 0.0 0.0 -0.1
H -1.6865 -2.1253 0.9373 -0.1 -0.1 -0.2
C 1.9644 1.3799 -0.8940 0.2 0.6 -0.4
C 2.4918 -0.0288 -0.6864 0.5 0.2 0.9
H 0.8890 1.4294 -1.0558 -0.1 -0.1 0.0
H 2.1999 2.0620 -0.0757 -0.1 -0.2 0.4
H 2.4523 1.8598 -1.7522 -0.1 -0.2 -0.1
H 1.9070 -0.5719 0.0618 -0.3 -0.1 -0.3
H 3.4851 0.0214 -0.2150 0.1 0.0 -0.4
H 2.5816 -0.5961 -1.6092 -0.2 -0.1 0.0